Formula: C28H66ClN6O5P2S
Source: OMol25
Level of theory: the ωB97M-V functional and the def2-TZVPD basis

## Properties
- Net charge: +1
- HOMO energy: -9.57 eV
- Orbital gap: 4.919 eV
- LUMO energy: -0.1711 Eh
- DFT total energy: -3351.73142 hartree

Last column: Löwdin charge in e.
Atoms and positions in Å:
C  3.34462  -1.53386  -1.36849  0.0490
C  3.01618  -1.12049  -2.62982  -0.0574
C  1.65195  -1.33045  -3.18744  -0.4971
O  0.97728  -0.34523  -3.38555  0.1159
O  1.26104  -2.60732  -3.43899  0.0032
C  -0.12791  -2.82850  -3.13175  -0.1986
C  -0.56453  -4.19083  -3.68359  -0.1402
C  -1.32442  -5.08687  -2.66965  -0.1840
C  -2.64200  -5.65618  -3.24122  -0.1928
C  -3.92215  -4.93239  -2.77942  -0.2325
C  -4.25941  -3.70606  -3.66609  -0.3314
S  -4.13067  -2.07721  -2.85712  0.7827
Cl  -2.85673  -2.20348  -1.32178  0.5052
C  -5.78385  -1.71794  -2.18320  -0.3472
C  -5.80755  -0.81929  -0.94698  -0.2346
C  -5.68246  0.69305  -1.20868  -0.1801
C  -4.44449  1.14353  -2.00841  -0.1784
C  -4.74615  1.22299  -3.51718  -0.2403
O  -3.69436  1.76315  -4.27242  -0.1171
C  -2.57661  0.90767  -4.41829  -0.2645
C  -2.69088  -0.06791  -5.58621  -0.0685
H  3.51185  -0.82238  -0.56120  0.0614
H  3.46444  -2.59633  -1.14844  0.0730
H  3.74886  -0.60463  -3.24846  0.1156
H  -0.70383  -2.06267  -3.65740  0.0985
H  -0.23253  -2.74425  -2.05047  0.0962
H  -1.15384  -4.05992  -4.59291  0.1021
H  0.35029  -4.68947  -4.00560  0.1219
H  -1.45792  -4.62963  -1.69055  0.0800
H  -0.69075  -5.95901  -2.50143  0.1120
H  -2.60596  -5.68531  -4.33129  0.1159
H  -2.73687  -6.68427  -2.89028  0.1156
H  -4.74471  -5.64061  -2.90606  0.1167
H  -3.91505  -4.70828  -1.71271  0.0895
H  -5.24391  -3.75635  -4.13371  0.1109
H  -3.53208  -3.68872  -4.47863  0.0832
H  -6.40738  -1.34172  -2.99476  0.1138
H  -6.19413  -2.68941  -1.89245  0.1014
H  -5.10464  -1.13785  -0.17793  0.0881
H  -6.79442  -0.97342  -0.50185  0.1275
H  -6.58608  1.10999  -1.66007  0.1225
H  -5.60941  1.17266  -0.22944  0.1049
H  -4.16292  2.15343  -1.70986  0.1158
H  -3.58468  0.49859  -1.81093  0.0652
H  -5.13844  0.27826  -3.92240  0.0924
H  -5.57093  1.93511  -3.60458  0.1345
H  -1.71920  1.54994  -4.61925  0.1301
H  -2.32210  0.34870  -3.50962  0.0916
H  -3.40312  -0.88019  -5.40741  0.0355
H  -2.96938  0.41920  -6.51863  0.0856
H  -1.70647  -0.52931  -5.70527  0.0777
O  -4.07423  4.21949  4.34703  -0.2705
P  -3.05742  3.85073  3.29631  0.7319
N  -1.69363  4.66693  3.91464  -0.3287
C  -0.69120  5.40509  3.18251  -0.1289
C  -1.11740  4.02702  5.08853  -0.1341
N  -3.81990  4.67478  1.95660  -0.3380
C  -3.64694  6.11318  1.79204  -0.1263
C  -5.23737  4.33570  1.85123  -0.1513
N  -2.12905  2.80827  2.18205  -0.3021
C  -1.85583  3.17275  0.80975  -0.1375
C  -2.61630  1.42333  2.21229  -0.1517
H  0.04756  4.75508  2.68777  0.0839
H  -0.14631  6.05713  3.86798  0.0873
H  -1.12446  6.06861  2.43874  0.0497
H  -0.46224  3.18677  4.81201  0.0804
H  -1.90342  3.64242  5.74159  0.0726
H  -0.54092  4.74218  5.67620  0.0837
H  -3.77129  6.66945  2.72855  0.0932
H  -4.36638  6.49848  1.06780  0.0816
H  -2.66920  6.34335  1.36685  0.0549
H  -5.85328  4.88688  2.56870  0.0822
H  -5.39574  3.26772  2.03043  0.0637
H  -5.59625  4.55134  0.84107  0.0782
H  -2.74928  3.13800  0.17500  0.0680
H  -1.11993  2.47721  0.39399  0.0902
H  -1.41311  4.16282  0.72764  0.0720
H  -3.60145  1.33442  1.72581  0.0620
H  -2.71730  1.07318  3.24358  0.0790
H  -1.91544  0.75005  1.71230  0.0735
O  5.07956  -0.00322  1.72239  -0.2936
P  6.12706  -0.89013  2.37065  0.7562
N  6.23805  -0.10029  3.88386  -0.3315
C  7.42871  0.23009  4.63077  -0.1299
C  5.13031  -0.40053  4.77783  -0.1403
N  7.39147  -0.43913  1.24997  -0.3456
C  8.08941  0.83107  1.40345  -0.1282
C  6.95851  -0.58445  -0.13737  -0.1544
N  7.09103  -2.31042  2.88149  -0.3069
C  8.52872  -2.37388  2.69910  -0.1381
C  6.49142  -3.57861  2.42812  -0.1482
H  7.85692  -0.63304  5.16375  0.0847
H  7.19031  0.99088  5.37717  0.0867
H  8.20097  0.67183  4.00723  0.0503
H  5.27366  -1.36219  5.29412  0.0809
H  4.19109  -0.45224  4.22215  0.0691
H  5.01126  0.38420  5.52633  0.0820
H  7.41252  1.67115  1.60130  0.0908
H  8.66087  1.05777  0.50213  0.0821
H  8.83225  0.77555  2.20031  0.0545
H  6.33529  0.25482  -0.46530  0.0774
H  6.37923  -1.50265  -0.27389  0.0613
H  7.82775  -0.65386  -0.79547  0.0827
H  8.82732  -2.48736  1.65318  0.0846
H  8.89864  -3.24020  3.25545  0.0918
H  9.03273  -1.50270  3.11073  0.0669
H  6.59758  -3.71749  1.34404  0.0741
H  5.42355  -3.59697  2.66821  0.0733
H  6.95000  -4.42883  2.93526  0.0781